29
Properties=species:S:1:pos:R:3:forces:R:3:nbo_charge:R:1 method="wB97M-V/def2-TZVPD" orbital_gap_ha=0.384 lumo_ev=2.788 spin_multiplicity=1 de_lowest_kj_mol=61.51 total_charge=-1
B -11.6577 -33.0032 13.6692 -0.3851 -0.0256 0.3870 -0.719
H -11.8575 -32.6869 12.5605 0.5154 -0.0178 -0.6911 -0.053
H -11.2737 -34.1180 13.6969 0.3037 -0.4882 0.0641 -0.049
H -10.9117 -32.3072 14.2602 0.1919 0.4483 0.2212 -0.056
H -12.7286 -33.0011 14.1611 -0.2263 -0.0427 0.6726 -0.049
O -13.5596 -34.7430 11.9348 -0.0180 -0.0498 -0.1216 -0.960
H -13.8167 -35.4096 12.5774 0.0228 -0.0154 0.0441 0.466
H -13.0937 -34.0758 12.4606 -0.1640 -0.1130 -0.1476 0.493
O -15.0347 -32.5563 14.1561 -0.3965 0.2131 0.1481 -0.954
H -14.0749 -32.4236 14.1588 -0.2599 -0.0226 -0.1303 0.485
H -15.1783 -33.2439 14.8117 0.0668 -0.0601 -0.0001 0.457
O -12.3739 -35.6484 15.2904 -0.2094 0.0113 0.0777 -0.975
H -11.8607 -35.5519 16.0964 0.0635 -0.0060 -0.0052 0.461
H -12.1455 -34.8606 14.7621 -0.0648 -0.2984 0.1945 0.500
O -8.8450 -33.2954 15.3115 -0.0245 -0.1834 0.1548 -0.952
H -8.9321 -32.6792 16.0423 0.0058 0.0281 0.0040 0.446
H -9.6961 -33.2412 14.8429 0.3309 0.0145 0.0305 0.498
O -9.7093 -30.7397 12.5598 0.0605 0.1925 -0.2112 -0.965
H -9.6944 -30.0023 13.1772 -0.0394 -0.0248 0.0978 0.470
H -10.4074 -31.3146 12.9039 0.2911 -0.0013 -0.0966 0.486
O -12.9728 -31.0915 11.2514 0.1063 0.1678 -0.1317 -0.958
H -13.2886 -31.6846 10.5646 -0.0686 -0.0807 0.0498 0.462
H -12.3099 -31.6173 11.7349 -0.4032 0.3757 -0.3051 0.480
O -9.6816 -34.8656 11.9934 0.1393 -0.0695 -0.0064 -0.962
H -10.0165 -34.5137 11.1647 -0.0520 0.0349 0.0033 0.461
H -10.2400 -34.4426 12.6700 0.2587 -0.1987 -0.4074 0.487
O -10.8222 -29.9993 15.3465 -0.1042 0.2951 0.0815 -0.953
H -10.3190 -30.5015 15.9917 0.0271 -0.0587 -0.0301 0.461
H -11.3673 -30.6623 14.9022 0.0322 -0.0246 0.0536 0.492